# 1
Molecular formula: C50H70FN4
Method: DFT, the ωB97M-V functional and the def2-TZVPD basis

Output
highest occupied orbital energy	-9.96	eV
Kohn-Sham gap	3.60	eV
energy above the lowest of the compared OMol25 structures with the same formula, charge and spin	0.168	eV
net charge	+1
E_LUMO	-6.4	eV

Positions of all 125 atoms, in Å:
F  -0.43  0.89  10.06
N  -3.57  -0.18  5.64
N  -4.89  -0.10  5.91
N  -2.97  0.60  6.56
N  2.78  0.50  11.56
C  3.05  -1.45  10.06
C  -6.52  0.98  7.43
C  -6.97  0.93  4.00
C  -4.39  -2.98  6.17
C  -8.45  2.50  7.49
C  4.39  1.01  13.23
C  -8.78  0.21  8.03
C  2.37  2.44  13.04
C  -5.79  -1.02  5.22
C  -7.42  -0.05  7.86
C  -2.65  3.15  4.95
C  -1.44  2.24  4.65
C  3.49  -0.55  11.18
C  0.53  1.71  6.19
C  -11.78  0.73  7.95
C  -8.35  1.29  3.41
C  -1.78  -1.08  8.56
C  -1.54  0.65  6.69
C  -6.84  -0.54  4.41
C  1.10  1.11  7.31
C  -6.86  4.22  5.59
C  3.17  1.27  12.56
C  -3.87  0.98  7.58
C  -7.09  2.29  7.23
C  -0.97  -0.05  7.76
C  -5.94  4.41  7.94
C  6.49  -0.34  13.52
C  -10.75  1.83  8.26
C  -0.81  1.52  5.86
C  -3.20  -3.20  5.25
C  -1.15  -2.45  8.38
C  -5.83  1.33  3.06
C  -6.85  -1.40  8.25
C  -9.31  1.48  7.90
C  -6.45  -3.30  4.74
C  -1.81  1.24  3.55
C  -7.90  -2.49  8.41
C  0.33  0.30  8.12
C  -5.57  -2.40  5.37
C  5.18  -0.06  12.83
C  -6.25  3.46  6.77
C  -10.89  2.31  9.71
C  -3.29  1.50  8.73
C  4.72  -0.86  11.80
C  -1.96  -0.76  10.03
C  -5.98  -1.28  9.49
C  -7.73  -1.46  3.84
C  -7.56  -2.82  4.06
C  -5.13  0.66  7.05
C  -4.75  -4.23  6.99
H  -8.48  -2.62  7.49
H  -2.78  -1.11  8.10
H  -9.15  0.99  4.10
H  -6.17  4.99  5.21
H  -9.43  -0.60  8.36
H  -8.58  -2.24  9.24
H  -6.86  4.84  8.36
H  -11.66  0.37  6.92
H  -11.91  2.65  9.91
H  -8.29  -3.51  3.65
H  -0.93  0.67  3.24
H  2.94  2.91  13.86
H  -2.82  3.79  4.08
H  6.95  -1.20  13.10
H  6.36  -0.51  14.56
H  -8.55  -1.10  3.22
H  -6.87  1.50  4.93
H  2.91  -0.88  9.12
H  -10.65  1.51  10.42
H  7.19  0.47  13.43
H  -3.56  2.57  5.11
H  -2.52  0.15  10.16
H  1.16  2.34  5.54
H  -1.80  -3.22  8.80
H  -2.22  1.77  2.69
H  -12.79  1.15  8.05
H  -5.72  -4.11  7.48
H  2.23  3.18  12.23
H  -10.21  3.15  9.91
H  2.11  -1.97  10.31
H  -4.00  -4.40  7.76
H  -2.34  -3.60  5.78
H  1.39  2.12  13.41
H  -3.46  -3.88  4.44
H  -5.29  5.23  7.62
H  -0.64  2.88  4.26
H  -4.80  -5.13  6.36
H  2.15  1.28  7.58
H  -0.18  -2.46  8.90
H  -0.97  -0.53  10.46
H  -8.50  0.79  2.45
H  5.23  -1.73  11.43
H  -5.43  3.85  8.74
H  -5.21  -0.51  9.37
H  -7.80  4.73  5.87
H  -6.27  -4.39  4.82
H  -5.49  -2.23  9.73
H  0.68  0.06  9.12
H  -11.01  2.69  7.62
H  -2.48  3.79  5.82
H  -8.85  3.50  7.38
H  -2.91  -2.22  4.82
H  -0.98  -2.66  7.31
H  -11.69  -0.11  8.64
H  -6.61  -0.98  10.34
H  -5.93  0.79  2.11
H  -6.19  -1.71  7.42
H  -2.24  1.78  8.76
H  3.85  -2.20  9.91
H  -4.87  1.02  3.48
H  -3.93  1.81  9.53
H  -7.09  3.55  4.75
H  -7.43  -3.45  8.64
H  -8.43  2.37  3.24
H  4.63  1.69  14.04
H  -5.29  3.05  6.43
H  -4.10  -2.21  6.90
H  -2.49  -1.56  10.54
H  -5.81  2.42  2.87
H  -2.55  0.52  3.92

=====

# 2
Molecular formula: C5H12N2
Method: DFT, the ωB97M-V functional and the def2-TZVPD basis

Output
highest occupied orbital energy (spin up / spin down)	-7.58 / -7.23	eV
Kohn-Sham gap (spin up / spin down)	7.78 / 7.70	eV
energy above the lowest of the compared OMol25 structures with the same formula, charge and spin	4.660	eV
net charge	0
E_LUMO (spin up / spin down)	0.2 / 0.5	eV

Positions of all 19 atoms, in Å:
N  -0.73  2.36  -0.48
N  -1.41  1.27  -0.14
C  -0.81  0.26  0.57
C  0.85  0.01  -0.51
C  0.70  -0.98  -1.44
C  -1.59  -1.02  0.72
C  2.01  -0.07  0.46
H  -0.96  -1.78  1.18
H  0.66  1.09  -0.87
H  1.33  -1.87  -1.44
H  2.97  -0.04  -0.07
H  1.98  -0.99  1.04
H  -0.08  -0.95  -2.18
H  -0.21  2.67  0.34
H  -0.34  0.61  1.49
H  2.00  0.77  1.15
H  -2.01  0.96  -0.90
H  -1.90  -1.39  -0.26
H  -2.47  -0.88  1.34

=====

# 3
Molecular formula: C17H24N4O5S2
Method: DFT, the ωB97M-V functional and the def2-TZVPD basis

Output
highest occupied orbital energy	-9.14	eV
Kohn-Sham gap	9.42	eV
energy above the lowest of the compared OMol25 structures with the same formula, charge and spin	1.322	eV
net charge	0
structure (SMILES)	CCc1nnc(NC(=O)c2ccc(S(=O)(=O)N(CCOC)CCOC)cc2)s1
E_LUMO	0.3	eV

Positions of all 52 atoms, in Å:
S  0.72  2.18  -1.03
S  2.54  -2.45  1.11
O  -1.76  -3.08  2.35
O  -2.06  2.43  1.57
O  -2.44  0.82  -2.27
O  1.14  1.82  -2.36
O  1.61  2.98  -0.24
N  -0.77  2.92  -1.13
N  2.54  -4.53  2.62
N  3.80  -4.38  2.24
N  0.41  -3.66  2.42
C  4.01  -3.38  1.47
C  -0.62  -2.82  2.05
C  -0.23  -1.60  1.28
C  -1.42  2.98  -2.41
C  -2.24  3.60  0.81
C  -3.57  -0.01  -2.41
C  5.30  -3.02  -0.63
C  -2.73  1.29  1.08
C  -2.72  2.18  -2.50
C  -1.06  3.92  -0.13
C  0.37  0.68  -0.12
C  1.74  -3.63  2.14
C  -0.39  -1.58  -0.10
C  -0.08  -0.43  -0.81
C  5.33  -3.00  0.90
C  0.22  -0.47  1.96
C  0.52  0.67  1.25
H  -3.45  2.55  -1.76
H  -3.24  -1.02  -2.19
H  6.07  -3.71  1.27
H  -3.81  1.47  1.05
H  -1.62  4.03  -2.69
H  -4.36  0.28  -1.71
H  -2.32  4.42  1.52
H  -0.18  -0.37  -1.88
H  -0.16  4.01  0.48
H  4.57  -2.30  -1.01
H  -3.18  3.54  0.24
H  -2.37  0.99  0.09
H  -0.71  2.56  -3.13
H  6.28  -2.75  -1.02
H  0.13  -4.46  2.98
H  -3.15  2.32  -3.50
H  -1.26  4.89  -0.60
H  -3.96  0.04  -3.43
H  5.59  -2.00  1.24
H  0.88  1.56  1.74
H  -0.75  -2.46  -0.62
H  0.33  -0.50  3.03
H  -2.53  0.48  1.79
H  5.04  -4.01  -1.00